[1]
An isolated molecule of C7H10OP2, computed with ωB97M-V with the def2-TZVPD basis set.

As for the orbital gap: 0.2427 Ha. Its multiplicity is 1. The calculation puts the LUMO energy at -0.423 eV. As for the highest occupied orbital energy: -7.03 eV. The energy relative to the best compared isomer or geometry (same formula, charge and spin) comes out at 23.8 kcal/mol.

Bonds (Å) are listed after each position.
Geometry (Å):
1 O -0.40472 2.32047 2.97144  P2 1.578, H11 1.023
2 P -0.70454 1.49330 1.66119  O1 1.578, P3 2.373, C4 1.691, H12 1.355
3 P -0.95164 -0.64815 2.65407  P2 2.373, H13 1.375, H14 1.463
4 C 0.67083 1.19179 0.72421  P2 1.691, C5 1.427, H15 1.143
5 C 0.58122 0.38708 -0.45100  C4 1.427, C6 1.393, C10 1.375
6 C 1.63574 -0.34076 -0.99816  C5 1.393, C7 1.385, H16 1.155
7 C 1.51970 -1.29828 -1.99263  C6 1.385, C8 1.416, H17 1.087
8 C 0.22322 -1.46796 -2.53633  C7 1.416, C9 1.423, H18 1.069
9 C -0.88301 -0.70503 -2.06787  C8 1.423, C10 1.390, H19 1.066
10 C -0.66493 0.10285 -0.95736  C5 1.375, C9 1.390, H20 1.129
11 H 0.17899 1.74530 3.58364  O1 1.023
12 H -1.59651 2.43474 1.26701  P2 1.355
13 H -1.07034 -0.90203 1.30819  P3 1.375
14 H -2.09831 -1.49335 2.98585  P3 1.463
15 H 1.71432 1.31945 1.17368  C4 1.143
16 H 2.62360 0.00742 -0.51063  C6 1.155
17 H 2.40617 -1.79646 -2.37751  C7 1.087
18 H 0.22080 -2.06088 -3.42537  C8 1.069
19 H -1.84710 -0.97806 -2.43194  C9 1.066
20 H -1.55351 0.68856 -0.58049  C10 1.129



[2]
An isolated molecule of C5H6N2O5, computed with ωB97M-V with the def2-TZVPD basis set.

As for the orbital gap: 0.3126 Ha. Its multiplicity is 1. The calculation puts the LUMO energy at -0.667 eV. As for the highest occupied orbital energy: -9.17 eV. The energy relative to the best compared isomer or geometry (same formula, charge and spin) comes out at 200.2 kcal/mol.

Bonds (Å) are listed after each position.
Geometry (Å):
1 O -3.82453 -0.13580 1.04926  C2 1.145
2 C -3.09645 0.29786 0.27901  O1 1.145, C3 1.286
3 C -2.33888 0.73587 -0.66343  C2 1.286, C4 1.508, H13 1.156
4 C -0.85881 0.47070 -0.78041  C3 1.508, C5 1.559, H14 1.125, H15 1.115
5 C -0.15557 0.26187 0.59489  C4 1.559, C6 1.485, H16 1.115, H17 1.114
6 C 1.29073 -0.02373 0.41987  C5 1.485, N7 1.405, N10 1.341
7 N 2.23496 1.01636 0.41994  C6 1.405, O8 1.181, O9 1.205
8 O 1.72454 2.06315 0.22628  N7 1.181
9 O 3.39810 0.79575 0.64657  N7 1.205
10 N 1.63404 -1.24300 -0.02033  C6 1.341, O11 1.229, O12 1.295
11 O 2.77935 -1.65047 -0.19932  N10 1.229
12 O 0.70751 -2.14622 -0.07311  N10 1.295, H18 0.950
13 H -2.82023 1.40284 -1.47628  C3 1.156
14 H -0.61373 -0.44015 -1.39403  C4 1.125
15 H -0.36924 1.22768 -1.43671  C4 1.115
16 H -0.33670 1.01459 1.39694  C5 1.115
17 H -0.46428 -0.64396 1.16493  C5 1.114
18 H 1.10918 -3.00335 -0.15407  O12 0.950



In the order shown, the computed total energy values come out to -1030.55669 -679.55545 hartree.